Density functional theory data (ωB97M-V/def2-TZVPD) for a cluster of 3 separate species, C48H54IN2O4 in total.

Lowest unoccupied orbital energy, eV: -3.006
Total charge: +1
Total energy, hartree: -2569.2561
F_max, eV/A: 5.2
HOMO level, eV: -11.10

XYZ file:
```
109
Properties=species:S:1:pos:R:3:lowdin_charge:R:1
C -5.9935 5.2036 4.4825 -0.1333
C -4.8012 6.0579 5.1588 -0.2593
C -3.4362 5.1832 5.3065 -0.2126
C -3.5828 4.0722 6.4806 -0.2180
C -3.8018 2.5846 5.9144 -0.2021
C -2.4919 1.9831 5.1389 -0.2012
C -1.1206 2.1719 5.9583 -0.1998
C -0.2132 0.8507 6.0951 -0.1998
C -0.2293 -0.1271 4.8226 -0.2143
C 0.2519 0.5424 3.4441 -0.1963
C 1.7947 0.9869 3.4059 -0.2089
C 2.8444 -0.2369 3.3875 -0.1908
C 2.7899 -0.9597 1.9468 -0.1732
C 4.1263 -0.7884 1.0616 -0.1081
N 4.1632 -1.9683 0.1129 -0.0677
C 4.2888 -3.3713 0.4977 0.0268
C 4.2360 -4.1886 -0.8099 0.0117
N 4.0779 -3.2231 -1.8920 0.0936
C 4.0467 -1.8969 -1.3141 -0.2304
C 3.8858 -0.6603 -2.3164 -0.1324
C 5.3144 0.0824 -2.4897 -0.7281
C 5.2803 1.6034 -1.9088 -0.1651
I 7.0104 -1.0376 -1.6963 0.8545
H -6.5545 5.8768 3.7424 0.0728
H -6.7400 4.8405 5.2742 0.0740
H -5.5213 4.2818 3.9719 0.0638
H -5.1361 6.5302 6.1522 0.1075
H -4.5315 6.8991 4.4049 0.1031
H -3.2730 4.6258 4.3167 0.0948
H -2.5398 5.8479 5.6012 0.1088
H -2.7462 4.1449 7.2801 0.1015
H -4.5562 4.3500 7.0505 0.1090
H -4.6515 2.6431 5.1399 0.0940
H -4.0847 1.8401 6.7351 0.1138
H -2.7620 0.9038 4.8806 0.0893
H -2.3841 2.6124 4.1706 0.0973
H -0.5382 3.0870 5.5606 0.1177
H -1.4277 2.4654 7.0394 0.1027
H 0.8806 1.2178 6.2286 0.1041
H -0.4589 0.2690 7.0531 0.1146
H 0.4822 -1.0090 5.0820 0.1052
H -1.2554 -0.6003 4.6461 0.0867
H 0.1029 -0.2644 2.6201 0.1067
H -0.4213 1.4200 3.1554 0.1087
H 1.9474 1.5529 2.4022 0.1147
H 2.0859 1.6671 4.2795 0.1085
H 3.9152 0.0594 3.6803 0.1151
H 2.4857 -0.9823 4.1948 0.1059
H 1.9213 -0.5411 1.3102 0.1144
H 2.5138 -2.0703 2.1363 0.1162
H 4.0441 0.1401 0.3797 0.1196
H 5.0883 -0.6724 1.6682 0.1416
H 4.3841 -3.6903 1.5910 0.1442
H 4.3180 -5.3224 -0.8135 0.1310
H 4.0116 -3.4943 -2.8822 0.1620
H 3.5532 -1.0853 -3.3261 0.1254
H 3.0575 0.0444 -1.9460 0.1323
H 5.4907 0.1864 -3.6271 0.0819
H 5.3251 1.5756 -0.7536 0.0685
H 6.2023 2.1582 -2.3160 0.0886
H 4.3379 2.1626 -2.2849 0.0975
C 3.7895 1.3791 -12.1672 -0.0476
C 4.6598 2.2521 -11.5176 -0.0488
C 5.2767 1.8670 -10.3320 0.0058
C 5.0151 0.6099 -9.7854 -0.0877
C 4.1245 -0.2548 -10.4233 -0.0854
C 3.5207 0.1281 -11.6222 0.0086
C 3.8003 -1.5707 -9.8287 -0.2777
O 3.0258 -2.3284 -10.3858 0.1120
C 4.4251 -1.9496 -8.5406 -0.0770
C 4.0851 -3.1626 -7.9386 0.0077
C 4.6771 -3.5326 -6.7351 -0.0687
C 5.6170 -2.6974 -6.1338 -0.0797
C 5.9538 -1.4859 -6.7279 -0.0061
C 5.3506 -1.1056 -7.9280 -0.0806
C 5.6897 0.2023 -8.5336 -0.2798
O 6.5088 0.9347 -8.0043 0.1023
H 3.3156 1.6769 -13.0971 0.1120
H 4.8592 3.2330 -11.9373 0.1115
H 5.9579 2.5497 -9.8335 0.1226
H 2.8374 -0.5453 -12.1303 0.1240
H 3.3561 -3.8194 -8.4034 0.1248
H 4.4073 -4.4741 -6.2661 0.1031
H 6.0847 -2.9898 -5.1978 0.0948
H 6.6834 -0.8373 -6.2521 0.1185
C -8.9306 0.0613 3.6193 -0.0517
C -9.5814 -0.5725 2.5627 -0.0507
C -8.9076 -1.5167 1.7952 0.0065
C -7.5750 -1.8216 2.0752 -0.0850
C -6.9161 -1.1692 3.1178 -0.0845
C -7.6005 -0.2347 3.8973 0.0050
C -5.4890 -1.4470 3.3939 -0.2755
O -4.9133 -0.8798 4.3072 0.0926
C -4.7684 -2.4173 2.5391 -0.0798
C -3.4077 -2.6469 2.7508 0.0011
C -2.7256 -3.5668 1.9609 -0.0652
C -3.4011 -4.2671 0.9636 -0.0616
C -4.7553 -4.0370 0.7460 0.0055
C -5.4392 -3.1040 1.5277 -0.0802
C -6.8719 -2.8405 1.2646 -0.2783
O -7.4623 -3.4498 0.3891 0.1073
H -9.4599 0.7914 4.2235 0.1101
H -10.6157 -0.3316 2.3386 0.1105
H -9.4217 -2.0109 0.9766 0.1231
H -7.0974 0.2665 4.7185 0.1195
H -2.8757 -2.1071 3.5283 0.1043
H -1.6662 -3.7400 2.1241 0.1009
H -2.8702 -4.9901 0.3522 0.1055
H -5.2751 -4.5822 -0.0357 0.1230
```